(1)
ORCA calculation (ωB97M-V/def2-TZVPD) on the molecule H5N2OPS in a non-equilibrium geometry.

XYZ file:
```
10
Properties=species:S:1:pos:R:3:forces:R:3:nbo_charge:R:1
N 1.3145 -0.8176 0.0282 0.277 0.180 0.517 -1.199
P -0.2095 -0.5226 0.5871 -0.628 1.597 -3.474 1.783
N -0.9413 0.5506 -0.9989 2.656 -1.332 1.304 -1.120
O -0.1080 0.5591 1.7362 0.154 0.469 -0.354 -0.968
S -1.0126 -2.1654 1.1093 -0.669 -0.132 -0.180 -0.565
H 1.9807 -0.2317 -0.4608 -0.528 0.351 0.252 0.416
H 1.1620 -1.6873 -0.4353 0.610 -0.831 -0.366 0.407
H -1.7460 0.0812 -1.3614 -0.819 -0.468 0.097 0.363
H -0.2472 0.4642 -1.8233 -1.085 0.039 2.048 0.363
H -0.9950 0.8664 1.9648 0.032 0.127 0.157 0.519
```
Positions in Å, forces in eV/Å.

Values from the calculation:
DFT total energy (eV): -25234.06726
Charge: 0
2S+1: 1
Structure (SMILES): NP(N)(O)=S
Frontier orbital gap (eV): 9.72

(2)
ORCA calculation (ωB97M-V/def2-TZVPD) on a structure of composition C5H24BCuN10O5 in a non-equilibrium geometry.

XYZ file:
```
46
Properties=species:S:1:pos:R:3:forces:R:3:nbo_charge:R:1
Cu -0.1984 0.5262 -0.0036 0.854 0.069 0.218 1.591
B 0.3060 2.8400 0.0998 -0.531 0.320 -0.621 -0.789
H 0.7279 1.9724 0.7125 1.064 -1.660 1.554 -0.022
H -0.5951 2.4630 -0.5264 -1.301 -0.232 -1.158 -0.024
H -0.0973 3.6600 0.7954 -0.610 0.718 1.237 0.031
H 1.1680 3.2485 -0.5436 1.071 0.238 -1.094 -0.010
C 2.2265 0.6430 -2.2257 2.489 0.103 1.125 0.809
O 1.3354 0.1063 -1.5702 -0.580 0.166 -0.660 -0.721
N 2.2470 1.8561 -2.7884 -1.979 0.884 -0.137 -0.818
N 3.4659 0.0377 -2.2992 -0.703 -1.348 0.004 -0.858
H 3.0379 2.2800 -3.2290 0.252 -0.292 -0.044 0.405
H 1.4546 2.4577 -2.6039 0.178 -0.002 0.180 0.426
H 4.3536 0.4805 -2.4237 -0.104 0.297 -0.234 0.400
H 3.4538 -0.9370 -2.0460 0.244 0.144 0.153 0.400
C 2.5476 -0.9414 1.3493 0.145 -0.902 -0.168 0.805
O 1.6052 -0.1904 1.1422 0.367 0.443 0.484 -0.715
N 3.7302 -0.5478 1.8941 -0.496 1.277 0.262 -0.837
N 2.4900 -2.2648 1.0562 -0.275 -0.679 -0.358 -0.848
H 4.5903 -1.0599 1.8761 -0.087 -0.212 -0.158 0.402
H 3.7708 0.4523 2.0171 0.302 -0.098 0.115 0.411
H 3.1297 -2.9420 1.4276 0.151 0.141 0.015 0.393
H 1.6674 -2.6074 0.5895 -0.098 0.266 0.040 0.414
C -1.4114 0.2305 3.1409 0.929 -0.078 0.773 0.811
O -1.3008 0.5066 1.9484 -0.868 -0.686 -0.760 -0.739
N -0.6191 0.8253 4.0471 0.378 0.522 0.964 -0.809
N -2.2155 -0.7330 3.7129 -0.050 0.215 -1.453 -0.836
H 0.0485 1.5418 3.8191 -0.211 -0.010 -0.522 0.426
H -0.7348 0.6523 5.0289 0.007 -0.091 0.007 0.388
H -2.4069 -0.7480 4.6949 -0.010 0.035 0.082 0.403
H -2.8235 -1.2417 3.0958 -0.107 0.072 0.106 0.402
C -1.4302 -2.4104 0.1832 0.939 0.000 1.093 0.801
O -0.4366 -1.6694 0.1066 -0.422 0.351 -0.394 -0.722
N -2.6969 -1.9934 0.0691 -0.151 0.139 -0.333 -0.815
N -1.2975 -3.7184 0.5502 -0.262 0.436 -0.450 -0.829
H -2.8692 -1.0183 -0.1014 -0.112 -0.095 -0.105 0.420
H -3.4286 -2.6486 0.2650 -0.359 0.304 -0.058 0.401
H -0.4323 -4.0485 0.9310 0.042 -0.109 -0.185 0.416
H -2.0785 -4.3302 0.4086 0.192 -0.354 0.206 0.398
C -2.2236 0.9862 -2.7545 0.369 0.601 0.706 0.798
O -1.3574 0.7109 -1.9100 -0.703 -0.586 -0.224 -0.749
N -3.5276 1.1299 -2.4214 0.185 -0.633 0.390 -0.825
N -1.8903 1.2449 -4.0228 0.770 0.073 -1.065 -0.816
H -3.6752 0.9820 -1.4387 -0.484 0.368 -0.082 0.402
H -4.1882 1.6243 -2.9903 -0.077 0.024 0.078 0.409
H -0.9125 1.2290 -4.2581 0.016 -0.124 0.183 0.414
H -2.5089 1.3632 -4.8040 -0.367 -0.015 0.287 0.405
```
Positions in Å, forces in eV/Å.

Values from the calculation:
DFT total energy (eV): -76026.86206
Charge: +1
2S+1: 2
Frontier orbital gap (alpha / beta) (eV): 9.51 / 7.71

(3)
ORCA calculation (ωB97M-V/def2-TZVPD) on a cluster of 2 separate species, C5H13NOS in total in a non-equilibrium geometry.

XYZ file:
```
21
Properties=species:S:1:pos:R:3:forces:R:3:nbo_charge:R:1
N 1.3626 2.3026 1.3196 -0.073 0.550 0.365 -0.843
C 2.0812 1.0913 0.9228 -2.031 1.199 0.520 -0.351
C 2.2454 0.8787 -0.5180 0.535 -0.664 -2.677 0.428
O 1.9611 1.6056 -1.4446 -0.220 0.411 1.106 -0.525
H 1.7795 2.8940 2.0525 -0.314 -0.413 -1.046 0.404
H 0.8384 2.7721 0.5828 1.007 0.266 0.020 0.417
H 1.4573 0.2876 1.2966 0.048 -0.820 -0.013 0.239
H 3.0231 1.0242 1.3860 1.295 -0.080 0.672 0.233
H 2.6781 -0.1036 -0.8520 -0.059 0.172 0.881 0.120
C -2.3256 -2.3543 -0.2131 1.107 0.704 0.125 -0.613
C -1.7617 -1.2723 -1.1736 -0.286 -1.150 -0.263 -0.465
C -0.5338 -0.5875 -0.7083 -0.317 1.629 3.004 -0.307
S -1.3801 0.7081 0.8862 2.452 0.438 -0.756 -0.454
H -1.7301 -3.2748 -0.3242 -0.453 0.141 -0.009 0.200
H -3.3859 -2.5189 -0.4155 0.208 -0.188 0.205 0.215
H -2.1473 -1.9932 0.8246 -0.520 -0.288 -0.576 0.225
H -1.5498 -1.7128 -2.1707 -0.146 0.117 0.376 0.210
H -2.4929 -0.4941 -1.3295 -0.391 0.185 -0.187 0.224
H -0.1150 0.0785 -1.4361 0.221 0.313 -0.157 0.211
H 0.2218 -1.1405 -0.1191 -0.523 0.041 -0.597 0.196
H -0.2262 1.8093 1.4335 -1.540 -2.563 -0.993 0.238
```
Positions in Å, forces in eV/Å.

Values from the calculation:
DFT total energy (eV): -19765.88333
Charge: 0
2S+1: 1
Structure (SMILES): NCC=O.CCCS
Frontier orbital gap (eV): 8.91